## i
Computed, not measured: a structure of composition C45H36ClF6N3O8PS3Sr, with ωB97M-V/def2-TZVPD.

Results
Charge: -1
Kohn-Sham gap: 7.034 eV

Element x y z (Å)
1 Sr -1.337 -1.095 -0.019
2 F -4.359 -5.193 -0.427
3 C -4.429 -3.995 0.150
4 F -5.497 -3.971 0.947
5 F -4.598 -3.076 -0.801
6 S -2.925 -3.638 1.156
7 O -3.117 -2.247 1.508
8 O -2.891 -4.635 2.170
9 N -1.868 -3.767 -0.009
10 S -0.339 -4.161 0.007
11 O 0.076 -5.136 0.954
12 O 0.467 -2.985 -0.250
13 C -0.263 -5.047 -1.614
14 F -0.435 -4.214 -2.647
15 F -1.188 -6.003 -1.693
16 F 0.939 -5.608 -1.737
17 Cl 2.671 -0.897 1.040
18 C 3.214 -1.275 -0.559
19 C 4.133 -2.297 -0.729
20 C 4.560 -2.621 -2.006
21 C 4.071 -1.918 -3.097
22 C 3.153 -0.896 -2.910
23 C 2.702 -0.550 -1.636
24 P 1.352 0.667 -1.337
25 C 2.226 2.144 -0.712
26 C 3.584 2.195 -0.417
27 C 4.157 3.379 0.029
28 C 3.379 4.519 0.178
29 C 2.021 4.470 -0.109
30 C 1.445 3.287 -0.545
31 C 1.013 1.211 -3.058
32 C 1.719 2.218 -3.716
33 C 1.406 2.554 -5.024
34 C 0.389 1.886 -5.696
35 C -0.314 0.878 -5.054
36 C -0.001 0.549 -3.742
37 H 4.488 -2.838 0.137
38 H 5.268 -3.428 -2.145
39 H 4.397 -2.169 -4.098
40 H 2.773 -0.363 -3.772
41 H 4.198 1.310 -0.534
42 H 5.215 3.409 0.260
43 H 3.830 5.441 0.523
44 H 1.402 5.350 0.015
45 H 0.382 3.249 -0.752
46 H 2.510 2.748 -3.199
47 H 1.958 3.341 -5.523
48 H 0.145 2.155 -6.716
49 H -1.113 0.351 -5.562
50 H -0.563 -0.227 -3.241
51 C -1.780 3.720 0.816
52 C -2.326 4.254 -0.350
53 C -2.757 3.397 -1.347
54 C -2.649 2.008 -1.171
55 C -2.048 1.431 -0.040
56 C -1.622 2.346 0.942
57 C -3.195 1.090 -2.205
58 C -4.116 1.577 -3.185
59 C -4.585 0.762 -4.159
60 C -4.156 -0.586 -4.208
61 C -4.561 -1.492 -5.212
62 C -4.104 -2.781 -5.211
63 C -3.225 -3.211 -4.197
64 C -2.829 -2.350 -3.213
65 C -3.283 -1.013 -3.187
66 N -2.829 -0.182 -2.196
67 H -1.454 4.386 1.610
68 H -2.413 5.326 -0.480
69 H -3.156 3.825 -2.261
70 H -1.143 1.960 1.838
71 H -4.449 2.602 -3.127
72 H -5.285 1.126 -4.903
73 H -5.238 -1.145 -5.985
74 H -4.414 -3.471 -5.985
75 H -2.864 -4.231 -4.191
76 H -2.174 -2.692 -2.426
77 C 1.146 3.866 3.711
78 C 1.508 2.714 4.605
79 C 0.898 2.533 5.843
80 C 1.189 1.427 6.626
81 C 2.102 0.489 6.167
82 C 2.756 0.672 4.956
83 C 2.458 1.785 4.188
84 S 2.267 -1.040 7.037
85 O 2.023 -0.791 8.432
86 O 3.486 -1.649 6.594
87 N 1.021 -1.967 6.534
88 C 0.816 -2.226 5.096
89 C -0.126 -1.224 4.442
90 C -0.232 -1.440 2.933
91 O -0.359 -2.612 2.527
92 O -0.222 -0.407 2.207
93 H 0.351 4.472 4.145
94 H 0.804 3.498 2.741
95 H 2.008 4.509 3.527
96 H 0.167 3.255 6.187
97 H 0.699 1.274 7.578
98 H 3.472 -0.065 4.617
99 H 2.946 1.924 3.231
100 H 0.182 -1.727 7.048
101 H 0.439 -3.239 4.976
102 H 1.795 -2.205 4.615
103 H 0.191 -0.200 4.637
104 H -1.137 -1.345 4.847

***

## ii
Computed, not measured: a structure of composition C45H36ClF6N3O8PS3Sr, with ωB97M-V/def2-TZVPD.

Results
Charge: -1
Kohn-Sham gap: 6.806 eV

Element x y z (Å)
1 Sr -0.457 -0.379 -0.370
2 F 2.189 -4.618 -1.321
3 C 2.343 -3.449 -1.950
4 F 2.601 -3.696 -3.244
5 F 3.399 -2.831 -1.424
6 S 0.810 -2.409 -1.819
7 O 1.194 -1.065 -2.214
8 O -0.211 -3.075 -2.562
9 N 0.607 -2.413 -0.201
10 S -0.731 -2.887 0.600
11 O -1.773 -3.396 -0.240
12 O -1.083 -1.837 1.539
13 C -0.075 -4.287 1.628
14 F 1.059 -3.962 2.239
15 F 0.154 -5.360 0.869
16 F -0.987 -4.610 2.558
17 Cl 2.653 -0.712 1.502
18 C 3.490 0.106 2.791
19 C 4.855 -0.076 2.924
20 C 5.505 0.546 3.982
21 C 4.775 1.321 4.878
22 C 3.408 1.480 4.706
23 C 2.735 0.876 3.646
24 P 0.949 1.074 3.243
25 C 0.240 -0.400 4.035
26 C 0.975 -1.410 4.642
27 C 0.335 -2.531 5.151
28 C -1.044 -2.642 5.064
29 C -1.783 -1.633 4.463
30 C -1.144 -0.523 3.943
31 C 0.476 2.420 4.376
32 C -0.136 2.244 5.610
33 C -0.487 3.341 6.382
34 C -0.227 4.624 5.930
35 C 0.382 4.811 4.696
36 C 0.722 3.714 3.922
37 H 5.385 -0.688 2.214
38 H 6.571 0.421 4.103
39 H 5.268 1.803 5.710
40 H 2.848 2.086 5.407
41 H 2.053 -1.331 4.716
42 H 0.919 -3.314 5.617
43 H -1.543 -3.521 5.455
44 H -2.856 -1.714 4.373
45 H -1.724 0.242 3.446
46 H -0.343 1.245 5.969
47 H -0.966 3.190 7.339
48 H -0.503 5.479 6.533
49 H 0.577 5.807 4.330
50 H 1.173 3.863 2.949
51 C -3.671 1.926 2.608
52 C -3.053 3.130 2.932
53 C -1.865 3.469 2.303
54 C -1.296 2.595 1.369
55 C -1.834 1.332 1.078
56 C -3.048 1.051 1.724
57 C -0.105 3.046 0.590
58 C 0.103 4.449 0.383
59 C 1.187 4.887 -0.294
60 C 2.108 3.943 -0.816
61 C 3.257 4.314 -1.548
62 C 4.099 3.364 -2.052
63 C 3.803 1.998 -1.852
64 C 2.689 1.618 -1.156
65 C 1.817 2.584 -0.602
66 N 0.732 2.159 0.108
67 H -4.619 1.667 3.066
68 H -3.496 3.805 3.654
69 H -1.385 4.402 2.565
70 H -3.540 0.097 1.556
71 H -0.642 5.140 0.738
72 H 1.351 5.943 -0.464
73 H 3.453 5.367 -1.708
74 H 4.981 3.652 -2.609
75 H 4.460 1.240 -2.259
76 H 2.456 0.571 -1.040
77 C 2.683 -1.244 -5.458
78 C 2.133 0.111 -5.792
79 C 1.344 0.302 -6.921
80 C 0.787 1.539 -7.202
81 C 1.034 2.608 -6.352
82 C 1.839 2.443 -5.233
83 C 2.375 1.197 -4.960
84 S 0.217 4.152 -6.628
85 O -0.096 4.241 -8.029
86 O 0.995 5.152 -5.952
87 N -1.203 4.045 -5.865
88 C -1.208 3.799 -4.422
89 C -1.408 2.338 -4.075
90 C -1.381 2.126 -2.548
91 O -1.679 3.069 -1.820
92 O -1.037 0.958 -2.195
93 H 2.649 -1.908 -6.320
94 H 2.100 -1.704 -4.657
95 H 3.714 -1.179 -5.115
96 H 1.158 -0.532 -7.585
97 H 0.174 1.685 -8.077
98 H 2.035 3.278 -4.581
99 H 2.980 1.066 -4.074
100 H -1.850 3.486 -6.398
101 H -1.987 4.411 -3.966
102 H -0.265 4.174 -4.026
103 H -0.641 1.705 -4.527
104 H -2.376 1.991 -4.448

***

Relative calculated energies, zero for the most stable structure, unit hartree: i 0.0000; ii 0.0896.

***

## i
Computed, not measured: an isolated molecule of C4H13N3, with ωB97M-V/def2-TZVPD.

Results
Kohn-Sham gap: 9.492 eV

Element x y z (Å)
1 C -0.811 -1.439 0.478
2 N -2.206 -1.769 0.251
3 C -0.279 -0.160 -0.156
4 C -0.423 -0.199 -1.676
5 N 1.121 0.036 0.159
6 C 1.680 1.335 0.312
7 N 1.304 1.976 1.611
8 H -0.311 -2.246 -0.095
9 H -0.581 -1.465 1.548
10 H -2.844 -0.994 0.223
11 H -2.458 -2.495 -0.377
12 H -1.047 0.591 0.099
13 H -1.350 -0.696 -2.009
14 H 0.357 -0.814 -2.117
15 H -0.370 0.830 -2.036
16 H 1.516 -0.751 0.655
17 H 2.759 1.341 0.160
18 H 1.182 1.903 -0.500
19 H 2.140 2.326 2.049
20 H 0.621 2.690 1.421

***

## ii
Computed, not measured: an isolated molecule of C4H13N3, with ωB97M-V/def2-TZVPD.

Results
Kohn-Sham gap: 9.926 eV

Element x y z (Å)
1 N 0.647 0.351 1.383
2 C -0.290 0.075 0.278
3 C 0.258 -1.052 -0.610
4 C 1.644 -0.782 -1.157
5 N 1.667 0.472 -1.953
6 C -1.688 -0.249 0.774
7 N -2.437 0.900 1.282
8 H 1.302 1.024 0.974
9 H 0.163 1.060 1.952
10 H -0.372 0.903 -0.449
11 H -0.469 -1.244 -1.399
12 H 0.278 -1.989 -0.042
13 H 2.375 -0.716 -0.350
14 H 1.895 -1.603 -1.824
15 H 1.606 0.249 -2.937
16 H 2.481 1.040 -1.774
17 H -2.317 -0.687 0.001
18 H -1.569 -0.972 1.587
19 H -2.589 1.608 0.581
20 H -2.204 1.285 2.181

***

## iii
Computed, not measured: an isolated molecule of C4H13N3, with ωB97M-V/def2-TZVPD.

Results
Kohn-Sham gap: 10.060 eV

Element x y z (Å)
1 N -0.486 0.324 -1.648
2 C 0.200 -0.193 -0.449
3 C -0.741 -0.464 0.740
4 C -1.424 0.722 1.287
5 N -0.872 2.105 1.311
6 C 0.976 -1.462 -0.980
7 N 2.358 -1.016 -1.273
8 H -0.006 1.114 -1.866
9 H -1.411 0.776 -1.386
10 H 1.062 0.485 -0.192
11 H -0.079 -0.829 1.680
12 H -1.547 -1.274 0.509
13 H -2.311 0.867 0.608
14 H -1.926 0.401 2.318
15 H -0.474 2.398 2.206
16 H -0.150 2.351 0.631
17 H 0.890 -2.207 -0.074
18 H 0.442 -2.117 -1.716
19 H 2.599 -0.256 -0.773
20 H 2.900 -1.725 -0.932

***

Relative calculated energies, zero for the most stable structure, unit hartree: i 0.0223; ii 0.0000; iii 0.0707.

***

## i
Computed, not measured: a cluster of 2 separate species, C4H13N3 in total, with ωB97M-V/def2-TZVPD.

Results
Kohn-Sham gap: 9.040 eV

Element x y z (Å)
1 C 0.801 -0.372 0.922
2 N 0.564 -1.813 0.901
3 C -0.805 -2.154 1.170
4 C 0.989 -2.384 -0.367
5 H 0.855 -0.047 1.958
6 H 0.001 0.159 0.401
7 H 1.712 -0.120 0.393
8 H -0.966 -3.207 1.407
9 H -1.142 -1.625 2.070
10 H -1.457 -1.776 0.356
11 H 0.797 -3.453 -0.421
12 H 2.033 -2.128 -0.540
13 H 0.441 -1.944 -1.229
14 N -1.464 1.965 -1.379
15 C -0.511 2.744 -0.793
16 N 0.658 2.326 -0.485
17 H -2.399 2.326 -1.357
18 H -1.327 0.971 -1.275
19 H -0.792 3.796 -0.699
20 H 1.147 3.130 -0.101

***

## ii
Computed, not measured: a cluster of 2 separate species, C4H13N3 in total, with ωB97M-V/def2-TZVPD.

Results
Kohn-Sham gap: 9.209 eV

Element x y z (Å)
1 C 1.493 -0.889 -0.900
2 C -0.523 -2.072 -0.042
3 C -0.775 -0.062 -1.331
4 C 0.168 -0.636 -0.291
5 N -0.441 3.133 1.823
6 N 0.138 0.109 0.863
7 N 0.134 2.802 0.840
8 H 1.795 -0.014 -1.515
9 H 2.348 -0.915 -0.243
10 H 1.259 -1.745 -1.482
11 H 0.062 -2.771 0.733
12 H -0.529 -2.513 -1.110
13 H -1.536 -1.922 0.425
14 H -0.666 0.950 -1.467
15 H -0.741 -0.712 -2.232
16 H -1.867 -0.157 -0.925
17 H -1.482 3.352 1.967
18 H 0.058 3.233 2.737
19 H 0.877 -0.327 1.481
20 H 0.230 1.158 0.670

***

Relative calculated energies, zero for the most stable structure, unit hartree: i 0.0000; ii 0.1148.

***

## i
Computed, not measured: an isolated molecule of C4H13N3, with ωB97M-V/def2-TZVPD.

Results
Kohn-Sham gap: 10.129 eV

Element x y z (Å)
1 N 1.215 -1.488 -0.911
2 C 0.422 -0.333 -0.455
3 C -1.037 -0.721 -0.103
4 C -2.072 0.342 -0.401
5 N -2.246 1.302 0.684
6 C 1.131 0.224 0.772
7 N 2.496 0.634 0.425
8 H 0.660 -2.328 -0.853
9 H 1.521 -1.349 -1.863
10 H 0.481 0.438 -1.204
11 H -1.056 -0.939 0.966
12 H -1.257 -1.669 -0.595
13 H -1.854 0.813 -1.369
14 H -3.032 -0.161 -0.547
15 H -3.023 1.907 0.455
16 H -1.436 1.903 0.784
17 H 0.625 1.065 1.185
18 H 1.143 -0.569 1.536
19 H 2.999 -0.215 0.192
20 H 2.931 1.009 1.259

***

## ii
Computed, not measured: an isolated molecule of C4H13N3, with ωB97M-V/def2-TZVPD.

Results
Kohn-Sham gap: 9.253 eV

Element x y z (Å)
1 N 2.152 1.653 -0.513
2 C 1.045 1.647 -1.439
3 C 0.155 0.355 -1.474
4 N -0.137 -0.027 -0.086
5 C -0.753 -1.313 0.073
6 C -1.717 -1.199 1.344
7 N -0.978 -1.226 2.612
8 H 2.978 1.023 -0.681
9 H 2.450 2.540 -0.266
10 H 1.317 2.112 -2.491
11 H 0.366 2.587 -1.162
12 H -0.815 0.605 -2.061
13 H 0.682 -0.529 -1.937
14 H 0.702 0.154 0.567
15 H -1.447 -1.467 -0.810
16 H -0.262 -2.341 0.144
17 H -2.326 -0.279 1.267
18 H -2.387 -2.077 1.332
19 H -0.655 -0.316 2.896
20 H -0.368 -1.901 2.685

***

Relative calculated energies, zero for the most stable structure, unit hartree: i 0.0000; ii 0.0578.